Entry from the Open Molecules 2025 dataset: C19H25MoN3SSi as an isolated structure in a non-equilibrium geometry (ωB97M-V with the def2-TZVPD basis set).

Structure (XYZ):
```
50
Properties=species:S:1:pos:R:3:forces:R:3:lowdin_charge:R:1
C 0.946 1.736 -0.490 -0.401 1.063 -0.243 -0.179
C -0.232 1.789 -1.299 -0.229 1.428 0.106 -0.193
C -1.384 1.662 -0.444 0.269 0.848 0.089 -0.150
H -0.261 1.969 -2.361 -0.061 -0.164 -0.083 0.116
C -0.903 1.540 0.905 0.630 1.670 -0.742 -0.154
C 0.526 1.624 0.870 -0.747 0.819 -0.130 -0.176
H 1.176 1.719 1.732 -0.096 -0.433 -0.125 0.133
H 1.968 1.845 -0.844 -0.241 -0.145 0.084 0.139
H -2.424 1.734 -0.748 0.282 -0.134 -0.035 0.131
H -1.509 1.631 1.797 0.018 -0.521 -0.037 0.136
Mo -0.162 -0.176 -0.394 -0.061 -3.634 -2.081 1.120
C -1.324 -2.714 -3.697 0.257 -0.622 0.806 -0.152
H -2.381 -2.480 -3.545 0.144 -0.052 0.180 0.042
H -1.086 -3.668 -3.221 -0.211 -0.165 -0.255 0.039
H -1.198 -2.797 -4.785 0.325 0.141 0.282 0.072
Si -0.279 -1.318 -3.028 0.063 1.124 -3.988 0.552
C 1.485 -1.142 -3.729 0.311 -0.697 0.427 -0.296
C 2.173 0.078 -3.649 0.328 0.035 0.141 -0.129
H 1.643 0.981 -3.329 0.168 -0.195 -0.209 0.084
C 3.543 0.164 -3.937 -0.452 -0.006 0.122 -0.064
H 4.047 1.128 -3.851 -0.106 -0.267 -0.123 0.113
C 4.256 -0.981 -4.299 -0.247 0.031 0.077 -0.060
H 5.322 -0.910 -4.514 -0.288 -0.070 0.057 0.118
C 3.596 -2.208 -4.361 -0.169 -0.101 -0.030 -0.058
H 4.162 -3.113 -4.607 -0.305 0.360 0.042 0.119
C 2.223 -2.288 -4.080 0.232 0.136 0.085 -0.083
H 1.730 -3.264 -4.094 0.178 0.232 -0.096 0.106
C -1.247 0.127 -3.832 -0.253 0.104 0.806 -0.312
C -0.797 0.893 -4.911 -0.106 0.159 0.065 -0.079
H 0.188 0.694 -5.346 -0.363 0.215 0.144 0.109
C -1.620 1.901 -5.441 0.121 -0.173 -0.137 -0.051
H -1.246 2.506 -6.267 -0.138 -0.187 0.152 0.117
C -2.900 2.128 -4.937 0.165 -0.032 0.222 -0.055
H -3.546 2.896 -5.366 0.292 -0.200 0.119 0.119
C -3.355 1.357 -3.865 0.004 -0.411 -0.007 -0.071
H -4.352 1.498 -3.446 0.197 0.056 -0.227 0.113
C -2.543 0.353 -3.337 -0.079 0.519 -0.210 -0.163
H -2.941 -0.255 -2.516 0.114 0.217 -0.263 0.086
H -1.227 -1.004 -1.655 -0.699 0.941 1.690 -0.007
H 0.472 -1.476 -1.642 0.705 0.532 1.691 -0.016
N -1.178 -1.229 1.163 -0.623 -1.273 0.930 -0.075
N -0.459 -1.078 2.400 -0.959 -0.581 0.022 -0.018
C 0.883 -1.190 2.317 1.344 0.156 1.236 -0.734
N 1.569 -1.329 3.476 -0.699 0.283 -1.271 0.164
S 1.674 -1.053 0.808 0.873 -1.160 0.943 0.795
H -1.256 -2.227 0.927 0.119 0.023 0.171 0.145
H -2.145 -0.925 1.308 0.265 0.212 0.100 0.145
H -0.935 -1.477 3.216 0.220 0.170 -0.300 0.184
H 2.584 -1.338 3.437 -0.276 0.011 0.075 0.134
H 1.125 -1.179 4.379 0.187 -0.260 -0.272 0.145
```
Forces are in eV/Å.

The LUMO energy (spin up / spin down) comes out at -0.259 / -0.315 Ha. For the electronic energy, the calculation gives -1658.50637 hartree. As for the HOMO energy (spin up / spin down): -0.52108 / -0.52123 hartree. Its spin multiplicity is 3. Its total charge is +2. As for the expectation value of S²: 2.0269. The calculation puts the relative energy (zero: lowest compared OMol25 entry of this formula, charge and spin) at 0.0 kJ/mol. The orbital gap (spin up / spin down) is 7.1 / 5.6 eV.

Entry from the Open Molecules 2025 dataset: one molecule with the formula C19H25N3O3 in a non-equilibrium geometry (ωB97M-V with the def2-TZVPD basis set).

Structure (XYZ):
```
50
Properties=species:S:1:pos:R:3:forces:R:3:lowdin_charge:R:1
C 6.818 -1.990 1.353 -0.377 0.050 -0.112 -0.006
C 6.217 -0.723 0.861 0.930 0.477 0.111 -0.320
C 6.759 0.520 0.670 -0.128 -0.682 0.147 -0.019
C 5.720 1.337 0.186 -0.908 -0.440 -0.118 0.007
C 4.609 0.532 0.115 1.175 1.025 0.029 -0.215
C 3.277 0.839 -0.306 -1.104 0.351 -0.378 -0.270
N 2.903 2.028 -0.718 1.261 0.126 0.278 0.137
O 1.582 1.895 -1.016 -0.751 -0.340 -0.087 0.053
C 1.251 0.626 -0.761 0.486 -0.082 0.153 -0.317
C -0.133 0.149 -0.987 0.012 -0.125 0.010 -0.202
C -0.141 -0.951 -2.057 -0.219 0.174 -0.123 -0.146
C -1.548 -1.519 -2.199 0.143 -0.157 0.169 -0.162
C -2.056 -2.018 -0.842 -0.257 -0.116 -0.386 -0.151
N -2.029 -0.944 0.122 0.411 -0.037 -0.078 -0.039
C -3.068 -0.350 0.771 -0.209 -0.391 -0.021 -0.404
O -2.864 0.583 1.525 -0.109 0.335 0.246 0.063
C -4.461 -0.925 0.532 -0.175 -0.103 0.124 -0.232
C -5.040 -0.436 -0.804 0.190 0.081 -0.032 -0.151
C -5.360 1.054 -0.757 -0.259 -0.114 -0.099 -0.192
C -6.379 1.336 0.341 0.227 0.154 0.090 -0.203
C -5.810 0.910 1.689 -0.211 -0.027 0.013 -0.201
C -5.420 -0.565 1.676 0.283 0.152 0.086 -0.152
C -0.696 -0.421 0.326 0.103 0.446 0.182 -0.090
N 2.253 -0.070 -0.324 -0.340 -0.278 -0.001 0.233
O 4.917 -0.718 0.525 -0.378 -0.291 -0.017 0.103
H 6.296 -2.334 2.244 0.030 -0.063 0.077 0.086
H 6.733 -2.768 0.595 0.053 -0.086 -0.015 0.086
H 7.866 -1.833 1.589 0.041 0.013 0.008 0.084
H 7.774 0.809 0.854 0.228 -0.022 0.065 0.108
H 5.761 2.373 -0.077 -0.043 0.244 -0.074 0.114
H -0.744 0.996 -1.311 -0.008 -0.046 0.047 0.162
H 0.201 -0.546 -3.012 0.076 -0.038 0.001 0.124
H 0.553 -1.736 -1.752 0.061 -0.011 -0.011 0.123
H -1.549 -2.344 -2.912 -0.033 -0.004 -0.045 0.116
H -2.217 -0.742 -2.574 -0.083 -0.020 -0.030 0.111
H -3.057 -2.427 -0.947 0.048 0.004 0.071 0.110
H -1.392 -2.816 -0.485 -0.096 -0.022 -0.025 0.134
H -4.376 -2.017 0.511 0.027 0.098 -0.045 0.134
H -4.344 -0.638 -1.621 -0.022 -0.087 -0.058 0.095
H -5.960 -0.992 -1.006 0.009 -0.046 -0.036 0.123
H -4.447 1.617 -0.552 0.059 0.093 -0.050 0.116
H -5.748 1.376 -1.727 0.080 0.027 -0.008 0.110
H -6.623 2.400 0.360 -0.085 -0.003 -0.017 0.108
H -7.300 0.783 0.134 -0.086 0.012 -0.042 0.112
H -4.926 1.505 1.914 -0.077 0.020 0.051 0.102
H -6.546 1.079 2.478 0.011 0.022 0.036 0.110
H -4.952 -0.823 2.628 -0.062 -0.076 0.015 0.118
H -6.320 -1.176 1.564 0.003 -0.056 0.005 0.118
H -0.758 0.358 1.089 0.090 -0.172 -0.092 0.132
H -0.033 -1.220 0.675 -0.018 0.029 -0.013 0.139
```
Forces are in eV/Å.

As for the structure (SMILES): Cc1ccc(-c2noc([C@H]3CCCN(C(=O)C4CCCCC4)C3)n2)o1. The LUMO energy comes out at 0.029 Ha. For the electronic energy, the calculation gives -1128.99384 hartree. As for the HOMO energy: -0.30374 hartree. Its spin multiplicity is 1. The calculation puts the relative energy (zero: lowest compared OMol25 entry of this formula, charge and spin) at 304.4 kJ/mol. The orbital gap is 9.1 eV.

Entry from the Open Molecules 2025 dataset: one molecule with the formula C19H25N3O3S (ωB97M-V with the def2-TZVPD basis set).

Structure (XYZ):
```
51
Properties=species:S:1:pos:R:3:forces:R:3:lowdin_charge:R:1
C 9.195 0.066 0.017 -0.186 0.182 0.000 -0.117
C 7.727 0.431 -0.166 0.117 -0.313 0.023 -0.278
C 6.870 -0.808 -0.417 -0.142 0.354 -0.149 -0.229
C 5.408 -0.489 -0.725 0.074 -0.133 0.282 -0.193
C 4.665 0.100 0.475 0.229 -0.101 -0.071 -0.181
N 3.255 0.263 0.202 0.055 0.276 -0.185 0.064
C 2.307 -0.497 0.793 0.031 0.175 -0.107 -0.452
O 2.555 -1.338 1.635 -0.035 -0.253 0.130 0.073
C 0.904 -0.228 0.338 -0.478 -0.153 0.026 -0.115
C 0.473 1.028 -0.099 0.034 -0.036 -0.022 -0.021
C -0.838 1.212 -0.481 -0.105 -0.145 -0.028 0.014
C -1.743 0.154 -0.436 0.355 -0.146 0.168 -0.052
C -3.136 0.352 -0.847 0.106 0.165 -0.129 -0.344
O -3.559 1.390 -1.309 0.144 0.037 0.049 0.091
N -3.964 -0.760 -0.699 0.194 -0.083 0.031 0.010
C -5.381 -0.551 -0.924 -0.558 0.296 0.199 -0.122
C -6.089 -0.275 0.422 -0.134 -0.470 -0.296 -0.319
C -7.506 0.287 0.192 0.166 -0.100 0.078 -0.110
C -7.400 1.756 0.630 0.207 0.036 0.118 -0.138
C -5.892 1.958 0.825 -0.130 0.405 -0.139 -0.191
O -5.384 0.686 1.175 0.140 -0.039 0.174 -0.093
C -3.547 -1.979 -0.247 0.148 -0.507 0.027 -0.767
S -4.539 -3.286 -0.105 -0.244 -0.486 0.095 0.701
N -2.231 -2.118 0.069 -0.035 -0.001 0.039 0.088
C -1.317 -1.099 0.022 0.198 0.743 -0.189 -0.157
C 0.007 -1.282 0.409 0.103 0.085 -0.005 0.063
H 9.316 -0.608 0.862 0.074 -0.083 0.085 0.072
H 9.792 0.956 0.200 0.137 0.027 0.027 0.067
H 9.580 -0.429 -0.872 0.082 -0.065 -0.073 0.071
H 7.628 1.117 -1.011 -0.074 0.079 0.008 0.110
H 7.377 0.949 0.728 -0.042 0.107 -0.016 0.100
H 6.918 -1.464 0.455 0.041 -0.111 0.023 0.116
H 7.290 -1.355 -1.264 0.044 -0.077 0.036 0.112
H 4.900 -1.409 -1.023 -0.075 0.046 -0.042 0.115
H 5.356 0.210 -1.564 -0.037 -0.012 -0.084 0.111
H 4.739 -0.575 1.331 0.049 0.130 -0.048 0.125
H 5.085 1.072 0.747 0.005 -0.105 0.068 0.119
H 3.003 0.864 -0.566 -0.119 -0.099 0.073 0.133
H 1.152 1.867 -0.111 0.059 0.076 0.009 0.111
H -1.197 2.172 -0.819 -0.034 0.077 -0.018 0.124
H -5.473 0.313 -1.584 -0.004 -0.138 0.057 0.130
H -5.808 -1.438 -1.393 0.059 0.142 0.020 0.097
H -6.087 -1.196 1.013 -0.018 0.139 -0.133 0.122
H -8.238 -0.254 0.787 -0.039 -0.014 -0.058 0.111
H -7.785 0.197 -0.857 -0.070 -0.036 -0.050 0.111
H -7.805 2.442 -0.109 -0.052 0.052 0.010 0.108
H -7.922 1.910 1.574 -0.030 0.025 -0.023 0.107
H -5.646 2.641 1.640 -0.013 0.014 -0.071 0.124
H -5.414 2.315 -0.096 -0.055 -0.012 0.111 0.108
H -1.951 -3.031 0.407 -0.192 0.148 -0.092 0.138
H 0.349 -2.237 0.777 0.051 -0.098 0.061 0.129
```
Forces are in eV/Å.

As for the structure (SMILES): CCCCCNC(=O)c1ccc2c(=O)n(C[C@@H]3CCCO3)c(=S)[nH]c2c1. The LUMO energy comes out at -0.006 Ha. For the electronic energy, the calculation gives -1527.26006 hartree. As for the HOMO energy: -0.31270 hartree. Its spin multiplicity is 1. The calculation puts the relative energy (zero: lowest compared OMol25 entry of this formula, charge and spin) at 53.8 kJ/mol. The orbital gap is 8.4 eV.

Entry from the Open Molecules 2025 dataset: C19H25N3O4 as an isolated structure in a non-equilibrium geometry (ωB97M-V with the def2-TZVPD basis set).

Structure (XYZ):
```
51
Properties=species:S:1:pos:R:3:forces:R:3:lowdin_charge:R:1
C 5.817 -1.907 2.786 0.432 -7.201 2.774 -0.044
C 4.555 -2.940 2.600 2.247 -3.184 0.697 -0.151
H 3.759 -2.821 3.468 1.122 -0.166 -2.387 0.142
H 5.028 -4.017 2.685 -1.098 2.100 0.311 0.132
O 4.062 -3.073 1.139 2.342 1.397 6.420 -0.027
C 3.345 -1.943 0.959 2.632 0.688 7.620 -0.330
C 2.969 -0.852 1.808 -2.723 -1.637 -6.715 0.028
C 1.881 -0.130 1.385 1.071 3.772 2.302 -0.040
C 1.498 -0.138 0.081 -2.246 3.288 -2.149 -0.213
C 1.923 -1.010 -0.839 2.117 -3.254 0.749 0.087
C 2.814 -2.052 -0.132 -5.506 -0.059 -17.117 -0.142
O 3.335 -3.172 -1.014 -1.621 1.940 -1.010 -0.175
C 2.901 -3.150 -2.645 0.066 2.060 5.267 0.054
H 1.797 -3.208 -2.436 1.090 0.133 -1.321 0.082
H 3.381 -4.087 -2.893 -0.002 0.252 -0.588 0.062
H 3.334 -2.128 -2.980 -0.907 -2.160 -0.019 0.102
H 1.633 -0.915 -1.946 0.632 -0.522 2.066 0.133
C 0.678 1.048 -0.448 1.106 -0.756 12.721 -0.332
N -0.037 1.942 0.338 3.962 -0.655 1.090 0.067
O -0.626 2.751 -0.501 -1.832 -2.572 -2.571 -0.015
C -0.615 1.937 -1.792 1.691 4.196 3.719 -0.176
N 0.286 1.064 -1.569 -3.943 -0.478 -12.895 0.183
C -1.420 2.554 -2.794 -1.372 0.784 -2.076 -0.123
H -1.334 1.850 -3.554 -0.331 -1.666 -1.782 0.090
C -2.978 2.665 -2.401 4.853 13.585 -4.871 -0.123
H -2.889 3.763 -1.773 -0.545 -2.755 -1.113 0.159
H -3.359 3.249 -3.541 0.229 -2.588 3.520 0.203
C -3.597 1.639 -1.736 2.694 5.746 -4.092 -0.810
O -3.874 0.875 -2.535 -4.626 -9.939 -4.872 0.162
N -3.460 1.736 -0.544 -2.987 -7.925 8.892 0.192
H -3.076 2.332 0.071 1.665 3.006 1.487 0.105
C -3.951 0.408 0.200 5.107 8.249 6.148 -0.117
H -4.375 -0.156 -0.432 -2.189 -4.696 -4.964 0.057
C -4.961 0.949 1.159 -1.981 -1.538 3.146 -0.175
C -4.265 0.899 2.586 -2.988 -0.731 2.385 -0.213
H -5.100 0.784 3.655 2.388 0.584 -3.517 0.182
C -3.459 -0.426 2.437 7.780 11.072 4.072 -0.211
H -2.491 -0.083 3.352 -2.995 -2.195 -1.952 0.203
H -3.922 -1.223 2.593 -3.759 -6.974 1.108 0.018
C -2.695 -0.095 1.255 -0.286 2.752 -4.080 -0.139
H -2.422 -0.838 0.613 1.834 -2.659 -0.889 0.063
H -1.761 0.725 1.295 -2.923 -2.083 0.144 0.156
H -3.631 1.800 2.799 -0.414 -0.977 -0.233 0.095
H -5.311 1.970 0.935 -0.417 -0.781 -0.103 0.114
H -5.792 0.122 1.313 0.992 2.054 -0.700 0.150
H -1.033 3.476 -3.441 -0.627 -1.400 2.281 0.175
H 1.538 0.862 1.956 0.669 -2.693 -0.774 0.163
H 3.045 -0.826 2.742 1.981 0.172 7.781 0.030
H 6.484 -2.292 2.052 0.682 0.577 -0.845 0.052
H 6.406 -2.130 3.848 -2.004 0.827 -2.569 0.140
H 5.412 -1.025 2.673 -1.060 5.007 -0.496 -0.024
```
Forces are in eV/Å.

The LUMO energy comes out at 0.002 Ha. For the electronic energy, the calculation gives -1203.54754 hartree. As for the HOMO energy: -0.30452 hartree. Its spin multiplicity is 1. The calculation puts the relative energy (zero: lowest compared OMol25 entry of this formula, charge and spin) at 2064.5 kJ/mol. The orbital gap is 8.3 eV.